DFT (ωB97M-V/def2-TZVPD) results for a molecular structure, C21H22N10O7Pd.

XYZ file:
```
61
Properties=species:S:1:pos:R:3:forces:R:3:lowdin_charge:R:1
Pd 1.0665 -0.3527 -0.3157 0.76 0.71 -0.55 1.055
O 0.5223 -3.4648 5.4119 0.24 0.16 0.26 -0.007
O -0.5986 -2.4984 -0.1718 -0.18 -0.34 0.77 0.051
O -1.4983 -3.6648 1.4943 0.13 -0.13 0.97 0.071
O -1.9410 0.2929 -0.5992 -0.27 0.71 0.74 0.080
O -1.0130 -4.0160 3.9026 -0.37 -0.14 -0.47 -0.014
O 1.5771 1.9071 1.6849 -1.00 0.61 0.03 -0.013
O -2.2354 4.3398 1.8023 0.31 -0.95 -0.14 0.064
N 0.4542 2.5340 -2.1377 -0.15 0.01 0.40 0.139
N -0.1898 1.1152 0.5036 0.87 -0.41 -0.19 0.022
N 1.0194 -1.1371 1.5118 -0.11 -0.49 0.39 -0.067
N 1.6949 -0.5852 -4.4063 -0.39 0.37 -1.04 0.126
N -0.3829 3.0486 1.8033 0.03 0.50 0.18 0.201
N 1.7739 -0.6895 2.5148 -0.18 -0.16 0.30 0.044
N 0.9615 0.5645 -6.2660 -0.05 0.11 -0.25 0.077
N 0.6365 1.5282 -4.1856 -0.28 0.56 0.11 0.102
N 2.4148 -1.6665 -0.9976 -0.39 0.19 0.31 -0.091
N 1.2000 0.3374 -2.2224 -0.43 0.07 0.13 0.009
C 0.3850 1.9823 1.3416 1.09 -0.27 0.25 -0.546
C 0.7565 1.4028 -2.8601 0.18 -0.02 -0.14 -0.495
C -2.1769 0.8596 3.2059 -0.18 0.00 -0.02 -0.067
C 1.7725 -0.6675 -3.0361 1.19 -1.50 0.73 -0.326
C 0.2856 -2.1487 1.9679 0.56 0.45 0.51 -0.117
C 3.1293 -2.5685 -0.3356 0.40 -0.43 0.37 -0.212
C 3.9092 -3.5288 -0.9336 0.03 0.05 0.74 -0.162
C 3.2127 -2.6933 -3.0695 0.36 -0.67 -0.12 -0.074
C -3.1320 1.3263 2.1130 0.22 0.02 0.23 -0.157
C 1.0987 0.4622 -4.8808 0.57 -0.74 0.40 -0.538
C 2.4443 -1.6849 -2.4013 -0.94 1.65 -1.00 -0.263
C -0.6508 -2.8005 1.0087 -0.34 -0.21 -1.24 -0.515
C -1.5075 1.0901 0.2219 -0.75 -0.46 -0.75 -0.464
C -1.7064 3.2648 1.5253 -0.24 0.80 0.21 -0.408
C -3.5275 2.5493 -0.0410 0.21 0.10 -0.02 -0.184
C -0.0050 -3.3607 4.3062 0.21 0.12 0.13 -0.630
C -2.9247 3.1612 -1.2975 -0.15 -0.12 0.08 -0.084
C 1.5240 -1.3910 3.6417 -0.10 -0.15 -0.26 -0.007
C 3.9353 -3.5870 -2.3575 -0.26 0.22 -0.58 -0.161
C 0.5799 -2.3526 3.3415 -0.13 -0.03 -0.19 -0.050
C -2.4420 2.0746 0.9429 -0.59 -0.07 -0.28 -0.300
H -4.1644 3.2776 0.4660 0.04 -0.06 0.08 0.112
H 1.0073 -0.3453 -6.7025 -0.08 0.09 0.03 0.064
H 4.5242 -4.3546 -2.8452 0.01 0.00 -0.14 0.074
H 3.1875 -2.6991 -4.1484 0.01 0.01 -0.09 0.081
H -1.6540 1.7037 3.6541 0.04 -0.03 0.11 0.074
H -4.1344 1.6883 -0.3221 0.04 -0.04 0.10 0.118
H -3.8775 1.9985 2.5507 -0.01 -0.01 -0.14 0.120
H -1.3293 -3.8326 2.5773 0.04 0.15 -0.48 0.058
H 0.1239 3.7756 2.2939 -0.12 -0.11 -0.10 0.162
H -3.7069 3.5261 -1.9599 -0.03 0.10 -0.09 0.071
H 0.2797 2.3612 -1.1562 0.00 0.08 -0.27 0.044
H 0.1464 1.1069 -6.5148 0.05 -0.08 -0.03 0.056
H 2.0241 -1.1939 4.5686 0.05 0.06 0.15 0.123
H -1.4400 0.1654 2.8062 0.10 -0.10 0.05 0.070
H -2.2690 3.9908 -1.0422 0.07 0.19 -0.03 0.075
H 3.0945 -2.5148 0.7508 -0.09 -0.01 -0.07 0.089
H 4.4713 -4.2344 -0.3407 -0.02 0.02 0.16 0.055
H -2.3528 2.4056 -1.8277 0.05 0.00 -0.15 0.062
H 2.2132 0.2250 2.3797 -0.14 -0.31 -0.02 0.128
H -3.6481 0.4598 1.6943 -0.01 0.09 -0.11 0.127
H -2.7342 0.3480 3.9901 0.06 -0.05 0.03 0.079
H -0.1838 3.1600 -2.6032 0.04 -0.11 0.00 0.071
```
Forces are in eV/Å.

The net charge is -2. The calculation puts the frontier orbital gap at 3.6 eV. Its molar mass is 632.89 u. As for the highest occupied orbital energy: 0.8 eV.

***

DFT (ωB97M-V/def2-TZVPD) results for a molecular structure, C59H60BBr2Cl2N7O5Sn.

XYZ file:
```
137
Properties=species:S:1:pos:R:3:forces:R:3:lowdin_charge:R:1
Sn 0.8230 -0.4867 0.0756 -0.19 0.51 -0.25 1.325
Br -1.8035 1.0817 1.7643 -0.09 -0.16 0.02 0.894
Br -8.7485 -7.2550 -7.7240 -0.03 -0.02 -0.01 0.663
Cl 2.6057 -2.8362 -2.3382 -0.01 0.07 -0.01 0.616
Cl 3.6498 -4.4231 -0.1350 0.05 0.00 -0.02 0.625
O 4.7736 -1.7127 0.7016 0.24 -0.04 0.23 0.020
O 2.9871 -0.7919 -0.2477 -0.32 0.14 -0.32 -0.259
O 1.1653 -2.6547 1.4871 0.04 -0.37 0.13 -0.335
O 0.9461 -5.0020 2.1977 0.02 -0.10 0.03 0.007
O 0.0441 -0.7260 -2.2861 -0.01 0.08 -0.08 -0.186
N -4.0730 -3.9478 -5.6591 -0.03 -0.01 0.30 0.020
N -1.6677 -1.9766 -0.5974 -0.11 0.01 -0.07 0.083
N 1.0251 -1.7274 3.6674 -0.17 0.12 0.14 0.022
N 0.5730 3.3736 -0.4729 -0.14 -0.31 0.05 -0.007
N -3.9572 -3.8450 -4.3927 0.00 0.00 -0.30 0.049
N 2.6599 2.6188 -0.7890 -0.16 -0.24 -0.04 0.006
N 0.2052 -0.7606 3.2651 0.13 -0.09 0.03 0.014
C 3.6501 2.8514 -4.5942 0.00 0.06 0.06 -0.070
C -4.5952 0.7462 7.6404 -0.03 0.00 -0.01 -0.104
C 2.5207 -3.5625 3.2563 0.15 0.04 -0.05 -0.123
C -1.7433 3.6347 -3.3479 0.06 0.01 0.00 -0.057
C -5.1756 -4.7328 -6.0542 0.24 0.16 0.13 -0.270
C -1.9868 -2.4332 -4.7064 0.11 0.07 -0.06 -0.021
C 4.6967 2.0070 1.2976 0.07 -0.02 0.02 -0.344
C 3.6252 -3.4331 4.0810 -0.01 -0.02 0.01 -0.043
C 4.8042 1.6078 -0.1660 0.08 0.04 0.04 -0.126
C 5.9504 0.9288 -0.5634 -0.03 -0.02 0.00 -0.048
C -0.9835 -1.6640 -4.1833 0.04 0.00 0.03 -0.014
C 2.4697 0.6631 -4.2327 0.03 -0.01 -0.09 -0.058
C -2.8616 0.9071 4.3210 0.27 -0.01 -0.03 -0.127
C 5.1978 0.8746 -2.8318 -0.02 -0.06 0.09 -0.043
C 4.6739 3.5235 1.5031 -0.02 0.01 -0.03 -0.061
C 2.6220 3.9697 -1.0966 -0.13 0.14 0.02 -0.112
C -6.3993 -5.6499 -7.9303 -0.05 -0.04 0.00 -0.150
C 1.8816 -2.3522 2.5910 -0.11 -0.07 -0.01 -0.458
C 1.3768 4.4312 -0.8906 0.07 0.08 -0.02 -0.093
C -1.6545 2.6111 -2.2142 0.08 -0.01 0.03 -0.359
C 3.0332 1.9094 -3.5583 -0.09 0.08 0.06 -0.361
C -2.2582 4.6488 1.5271 -0.03 0.03 -0.02 -0.067
C -2.2665 0.3511 8.0300 -0.02 -0.01 0.02 -0.091
C -3.1223 3.6529 -0.4654 -0.02 -0.07 0.05 -0.059
C -3.3376 4.3210 0.7254 0.04 0.03 0.01 -0.095
C -0.7563 3.6534 -0.0656 -0.01 0.11 -0.02 -0.172
C -2.8270 -2.9654 -2.4782 -0.04 -0.02 0.16 -0.096
C -1.8562 0.4509 3.5484 -0.26 -0.02 0.23 -0.610
C -5.3477 -4.9051 -7.4261 0.00 0.00 -0.07 -0.043
C -3.6880 -3.6112 -1.5650 0.02 0.02 -0.04 -0.017
C 4.0366 1.5546 -2.4769 0.06 -0.01 -0.09 -0.126
C 0.0606 3.8497 3.3858 0.05 -0.05 0.00 -0.058
C 2.0089 -4.8432 2.9921 -0.14 -0.04 0.01 -0.323
C -2.0112 0.4762 6.6736 -0.03 0.06 0.00 -0.042
C 3.8395 1.8991 -1.1368 0.11 0.09 0.01 -0.132
C -0.9628 4.3217 1.1492 0.01 0.03 0.00 -0.169
C -1.8181 -2.1627 -1.9217 0.05 0.08 0.03 -0.157
C -1.8401 3.3031 -0.8797 -0.03 0.01 -0.06 -0.155
C -2.4700 -2.5954 0.2286 -0.05 -0.06 -0.04 -0.137
C 4.2269 -4.5374 4.6696 0.02 -0.02 0.01 -0.125
C -7.2927 -6.2312 -7.0471 0.02 0.02 0.02 -0.713
C -7.1448 -6.0766 -5.6767 -0.04 -0.04 -0.04 -0.144
C -3.0490 0.7222 5.7687 -0.01 -0.05 -0.16 -0.215
C 2.6198 -5.9588 3.5724 -0.02 0.02 0.01 -0.035
C 0.1859 4.6418 2.0835 0.12 -0.05 0.01 -0.365
C -2.9346 -3.0931 -3.9037 -0.12 -0.12 -0.16 -0.250
C 6.1494 0.5521 -1.8808 -0.04 0.01 -0.02 -0.081
C -3.5056 -3.4352 -0.2206 0.02 0.02 0.05 -0.055
C -4.3402 0.8705 6.2857 -0.01 -0.05 0.02 -0.053
C -3.5580 0.4782 8.5222 0.03 0.01 0.03 -0.113
C 3.8544 -1.6998 -0.1018 0.09 -0.18 0.09 -0.766
C 3.8355 -2.9148 -1.0624 0.01 -0.15 -0.09 -0.973
C -0.8726 -0.5497 3.9249 -0.01 0.01 0.07 -0.225
C -0.8467 -1.4620 -2.7732 0.06 0.06 0.05 -0.383
C 3.7138 -5.8017 4.4055 0.04 -0.01 0.01 -0.125
C -6.0902 -5.3305 -5.1840 -0.06 -0.03 0.07 -0.032
C 3.5564 1.3354 2.0564 -0.05 -0.04 0.06 -0.056
C 0.2921 6.1424 2.3563 0.00 -0.02 0.00 -0.066
C -2.6656 1.4877 -2.4288 0.02 -0.01 0.05 -0.056
B 1.3279 2.1122 -0.4004 0.33 0.01 -0.27 -0.417
H 1.7170 0.9438 -4.9742 -0.01 0.01 -0.04 0.077
H 3.2566 0.1024 -4.7435 0.02 0.00 -0.04 0.074
H -0.9659 4.3942 -3.2511 0.02 0.03 0.01 0.074
H 3.4941 4.5019 -1.4383 0.06 0.04 -0.02 0.121
H -4.1456 -3.9318 0.4975 -0.01 -0.01 0.01 0.095
H 4.8054 3.7567 2.5623 0.00 0.00 0.04 0.071
H -0.5795 6.5086 2.9026 -0.05 0.01 0.02 0.068
H -6.5240 -5.7768 -8.9972 -0.01 -0.01 0.00 0.091
H -1.4431 0.1644 8.7080 0.00 0.00 0.01 0.099
H -5.1538 1.0800 5.6022 -0.02 0.01 -0.02 0.107
H 3.6913 1.4759 3.1322 -0.01 0.05 0.04 0.082
H 7.0400 0.0019 -2.1595 0.01 0.00 -0.01 0.095
H 2.2018 2.4400 -3.0873 0.03 -0.08 -0.02 0.121
H -3.6256 1.5025 3.8361 0.03 0.07 0.00 0.088
H -1.1238 -1.1711 4.7889 -0.03 -0.01 -0.01 0.117
H -3.9667 3.3868 -1.0869 -0.05 -0.01 -0.03 0.105
H 5.6225 1.6364 1.7527 -0.01 0.03 -0.03 0.124
H 0.9030 4.0670 4.0452 0.04 0.01 0.03 0.077
H -0.6544 2.1733 -2.2338 -0.04 -0.04 0.06 0.115
H 5.0951 -4.4165 5.3047 0.02 0.00 0.02 0.081
H -7.8511 -6.5385 -4.9996 -0.01 0.00 -0.01 0.093
H 2.6682 -1.6137 2.3887 0.08 0.13 0.03 0.108
H 2.2212 -6.9384 3.3407 -0.01 -0.02 0.00 0.103
H 3.7234 3.9488 1.1809 0.00 0.01 0.01 0.055
H 2.9028 3.1415 -5.3353 -0.03 0.01 -0.03 0.071
H 0.6045 -2.4188 4.2905 0.00 0.05 -0.06 0.132
H -2.3786 0.8897 -3.2899 0.02 -0.08 -0.13 0.074
H -0.8594 4.1004 3.9173 -0.06 0.01 0.03 0.075
H 0.9953 5.4334 -0.9935 -0.04 0.06 -0.01 0.114
H -2.7139 4.1375 -3.3389 -0.03 0.01 0.00 0.074
H 6.6822 0.6586 0.1873 0.01 -0.01 0.02 0.109
H -3.7507 0.3859 9.5833 0.00 -0.01 0.01 0.091
H -5.6078 0.8593 8.0088 0.00 0.00 0.00 0.094
H -4.6335 -4.4378 -8.0909 0.02 0.01 -0.01 0.104
H 4.1839 -6.6779 4.8379 0.00 -0.01 0.02 0.086
H -2.0731 -2.5566 -5.7789 0.00 0.01 0.02 0.098
H 3.5493 0.2701 1.8464 0.03 -0.05 0.05 0.046
H -2.4267 5.1485 2.4731 0.00 0.03 0.05 0.105
H -2.7180 0.8225 -1.5663 0.04 -0.04 0.04 0.078
H -4.3438 4.5734 1.0342 -0.05 0.01 0.01 0.094
H -0.9924 0.4214 6.3217 0.06 -0.01 -0.05 0.106
H 4.0345 3.7586 -4.1237 0.01 0.01 0.01 0.071
H -0.2565 -1.1733 -4.8191 -0.02 0.00 -0.02 0.103
H 5.4734 4.0137 0.9429 0.02 0.02 -0.01 0.076
H 0.0518 2.7771 3.1863 0.03 0.04 0.02 0.052
H 0.8443 -4.0649 1.7476 0.03 0.13 -0.10 0.052
H 2.5850 1.7444 1.7728 0.01 0.01 0.02 0.047
H 5.3468 0.5811 -3.8634 0.01 -0.01 -0.06 0.103
H -2.2931 -2.4331 1.2866 -0.01 0.01 0.04 0.104
H -5.9615 -5.1988 -4.1194 0.01 0.00 0.00 0.094
H -1.6232 3.1434 -4.3147 0.02 -0.02 -0.05 0.076
H 4.4763 2.3714 -5.1223 0.04 -0.03 -0.02 0.068
H 1.1774 6.3589 2.9570 0.03 0.00 0.02 0.074
H 4.0252 -2.4402 4.2491 0.03 0.05 0.00 0.113
H -4.4748 -4.2456 -1.9482 -0.02 -0.01 0.00 0.095
H -3.6671 1.8793 -2.6183 -0.07 0.02 0.00 0.071
H 0.3646 6.7067 1.4258 0.02 0.01 -0.04 0.073
H 1.9980 0.0023 -3.5138 -0.09 -0.08 0.14 0.046
H 4.8041 -2.9722 -1.5515 -0.06 0.03 0.02 0.055
H 1.1120 4.3250 1.6005 -0.05 0.01 0.01 0.116
```
Forces are in eV/Å.

The net charge is -2. The calculation puts the frontier orbital gap at 4.6 eV. The energy above the lowest of the compared OMol25 structures with the same formula, charge and spin is 0.000 eV. Its molar mass is 1307.41 u. As for the highest occupied orbital energy: -1.4 eV.

***

Q: frontier orbital gap of number 2 (C59H60BBr2Cl2N7O5Sn)?
A: 4.6 eV

***

Q: What is the highest occupied orbital energy in the first record?
A: 0.8 eV

***

Q: Which value of highest occupied orbital energy does entry 2 give?
A: -1.4 eV